A structure of composition C35H23AsCl2NO3PtS4 at a distorted geometry. Source: the OMol25 dataset; level of theory: wB97M-V/def2-TZVPD.

Each line ends with the natural charge from an NBO analysis.
Cartesian coordinates (Å):
Pt1 0.25617 -1.62817 1.78869  0.59
O1 4.27878 -4.97799 6.03792  -0.59
C1 3.53278 -4.47035 5.24010  0.20
S1 1.85918 -4.01314 5.60921  0.31
C2 1.48584 -3.36160 4.03215  -0.44
C3 2.45593 -3.36493 3.11333  -0.42
S2 2.14993 -2.83737 1.47262  -0.13
S3 4.00151 -4.02560 3.59025  0.32
S4 -0.13468 -2.81685 3.64066  -0.08
C4 -4.73192 -3.31548 -4.13591  -0.23
C5 -5.08914 -2.54847 -3.03603  -0.20
C6 -4.17485 -2.33319 -2.01441  -0.24
C7 -2.88801 -2.86111 -2.08213  -0.30
C8 -2.54180 -3.63599 -3.18496  -0.17
C9 -3.45868 -3.86346 -4.20343  -0.23
As1 -1.66150 -2.41676 -0.58713  0.95
C10 -0.05846 -3.25522 -1.29122  -0.34
C11 0.31525 -4.58183 -1.15106  -0.20
C12 1.52959 -5.01105 -1.66697  -0.21
C13 2.37638 -4.10635 -2.29523  -0.21
C14 2.01460 -2.77405 -2.42127  -0.22
C15 0.78884 -2.34080 -1.92638  0.01
C16 0.26239 -0.96287 -2.00304  0.00
C17 0.88949 0.11967 -2.60963  -0.21
C18 0.25835 1.35273 -2.64023  -0.20
C19 -0.99536 1.52080 -2.06488  -0.22
C20 -1.62168 0.44817 -1.44530  -0.22
C21 -0.99330 -0.78599 -1.41539  -0.32
H1 -5.44274 -3.48678 -4.93480  0.20
H2 -6.08287 -2.12222 -2.96949  0.20
H3 -4.47135 -1.74835 -1.14933  0.21
H4 -1.54789 -4.06056 -3.25604  0.21
H5 -3.17349 -4.46827 -5.05593  0.20
H6 -0.32630 -5.27838 -0.62448  0.22
H7 1.82947 -6.04541 -1.55631  0.21
H8 3.33455 -4.43990 -2.67371  0.21
H9 2.69242 -2.07472 -2.89516  0.20
H10 1.87058 0.00609 -3.05510  0.20
H11 0.75075 2.19435 -3.10735  0.21
H12 -1.47593 2.49246 -2.09170  0.21
H13 -2.59024 0.58019 -0.97535  0.21
Cl1 -0.98538 5.73485 -1.27710  -0.03
C22 0.53975 4.90336 -1.06277  -0.06
C23 1.32091 4.70392 -2.18144  -0.23
C24 2.52268 4.02888 -2.05934  -0.25
C25 2.90789 3.57327 -0.81230  -0.23
C26 2.12847 3.79779 0.31091  0.02
Cl2 2.77808 3.23414 1.81606  0.02
C27 0.90026 4.47832 0.23095  0.11
N1 0.06957 4.79739 1.28446  -0.62
C28 0.03962 4.18843 2.58019  0.13
C29 0.60921 4.87710 3.64566  -0.20
C30 0.60827 4.32984 4.91453  -0.22
C31 0.02782 3.08433 5.12124  -0.22
C32 -0.56626 2.41431 4.06756  -0.14
C33 -0.58214 2.95961 2.78358  -0.01
C34 -1.25621 2.18545 1.67579  -0.54
C35 -0.61410 0.81954 1.53533  0.78
O2 -1.28914 -0.18609 1.94329  -0.73
O3 0.53487 0.70564 1.07558  -0.70
H14 0.97037 5.06821 -3.13745  0.22
H15 3.14482 3.84963 -2.92536  0.22
H16 3.83488 3.03277 -0.68061  0.23
H17 -0.80398 5.20277 0.99018  0.40
H18 1.07916 5.83173 3.44739  0.22
H19 1.07040 4.86233 5.73597  0.21
H20 0.04021 2.63338 6.10530  0.21
H21 -1.01164 1.43820 4.22457  0.22
H22 -1.18151 2.70067 0.71852  0.23
H23 -2.30946 2.04900 1.92369  0.23

Forces on atoms 1 to 2 (eV/Å):
Pt 0.699 0.667 0.284
O -0.003 -0.060 -0.006

The total charge is -1. As for the energy above the lowest of the compared OMol25 structures with the same formula, charge and spin: 19.8 kcal per mole.

***

A cluster of 2 separate species, C3H11N2O3 in total at a distorted geometry. Source: the OMol25 dataset; level of theory: wB97M-V/def2-TZVPD.

Each line ends with the natural charge from an NBO analysis.
Cartesian coordinates (Å):
C1 1.54323 -0.89818 1.07341  -0.42
C2 -2.22977 -1.10746 0.22591  -0.27
C3 1.14601 0.72000 -0.71176  0.95
N1 -1.03337 0.82127 -0.45464  -0.51
N2 1.74585 -0.42005 -0.33056  -0.53
O1 1.13224 1.07778 -1.97700  -0.59
O2 1.06604 1.91052 -0.00607  -0.67
O3 -1.03132 -0.47628 -0.02237  -0.43
H1 1.80597 -0.10114 1.69134  0.20
H2 0.48488 -1.12437 1.09516  0.24
H3 2.23608 -1.75969 1.22429  0.25
H4 -3.01558 -0.80291 -0.52039  0.19
H5 -2.63865 -0.82662 1.22157  0.19
H6 -1.92259 -2.18648 0.12862  0.22
H7 -1.04704 1.44329 0.42031  0.36
H8 1.45377 -1.11729 -1.00188  0.43
H9 -1.78473 1.06637 -1.13944  0.39
H10 0.91372 2.01080 -1.82502  0.52
H11 1.17527 1.77045 0.90852  0.50

Forces on atoms 1 to 2 (eV/Å):
C 0.481 -1.378 -1.852
C -1.913 -0.806 0.073

The total charge is +1. As for the energy above the lowest of the compared OMol25 structures with the same formula, charge and spin: 117.4 kcal per mole.

***

A cluster of 3 separate species, C37H58N2O6 in total at a distorted geometry. Source: the OMol25 dataset; level of theory: wB97M-V/def2-TZVPD.

Each line ends with the Löwdin charge.
Cartesian coordinates (Å):
C1 -1.41190 4.19969 4.63747  -0.12
O1 -1.16897 2.95634 3.96183  -0.22
C2 0.24852 2.71099 3.80027  -0.23
C3 0.45509 1.47971 2.84009  -0.13
C4 1.01874 1.87618 1.39599  -0.13
C5 -0.12650 1.85834 0.31453  -0.06
C6 -0.60446 0.59750 -0.33101  -0.06
C7 0.06827 -0.74487 0.08279  -0.12
C8 0.67716 -1.60521 -1.10100  -0.16
C9 1.64063 -0.82117 -2.07576  -0.36
C10 0.93092 -0.14765 -3.31164  -0.10
C11 2.65302 -1.90243 -2.69730  -0.09
C12 -1.73021 0.71678 -1.30775  -0.06
C13 -2.31589 -0.55575 -2.03353  -0.10
C14 -3.05965 -1.56397 -1.05403  -0.37
C15 -2.56516 -3.06750 -1.25563  -0.05
O2 -3.04090 -1.16866 0.32574  -0.06
C16 -2.33357 2.05109 -1.60661  -0.07
C17 -3.55220 2.23789 -2.60126  -0.14
C18 -3.08217 2.65369 -4.05737  -0.17
C19 -1.76226 1.94677 -4.56034  -0.16
C20 -0.46704 2.83923 -4.46039  -0.15
N1 -0.63951 4.19884 -4.99304  -0.14
C21 -1.41945 4.68870 -6.04066  -0.12
C22 -1.28164 6.14241 -6.16285  -0.08
C23 -0.30539 6.55560 -5.09317  -0.08
C24 0.03770 5.30309 -4.44905  -0.11
C25 -1.82715 3.27852 -0.98514  0.00
C26 -0.71518 3.14793 -0.02143  0.01
C27 -0.42571 4.58834 0.48999  -0.32
O3 0.38864 5.03241 1.26342  0.09
N2 -1.36330 5.42059 -0.22572  -0.02
C28 -1.90180 6.59271 0.48278  -0.04
C29 -2.26526 4.76238 -1.13176  -0.34
O4 -3.13225 5.29264 -1.77610  0.12
H1 -0.48779 4.81761 4.80631  0.09
H2 -1.96264 3.99099 5.60375  0.09
H3 -2.12022 4.79335 3.98115  0.09
H4 0.61346 2.38946 4.82815  0.12
H5 0.80517 3.63880 3.50336  0.11
H6 -0.54454 0.99882 2.68611  0.12
H7 1.22119 0.81034 3.31485  0.11
H8 1.87834 1.21156 1.12400  0.10
H9 1.42865 2.92345 1.50510  0.10
H10 -0.68435 -1.41007 0.60780  0.11
H11 0.89931 -0.60379 0.83028  0.11
H12 1.31887 -2.41509 -0.60540  0.10
H13 -0.09248 -2.17739 -1.69605  0.09
H14 2.29306 -0.05390 -1.58067  0.13
H15 0.28738 -0.91076 -3.84857  0.09
H16 1.70789 0.16226 -4.07312  0.09
H17 0.33281 0.76162 -3.05132  0.04
H18 2.19928 -2.34974 -3.63288  0.08
H19 3.65264 -1.43502 -2.94011  0.08
H20 2.85852 -2.75488 -1.99804  0.06
H21 -1.48072 -1.04163 -2.61717  0.08
H22 -3.07296 -0.26106 -2.81869  0.11
H23 -4.15242 -1.58684 -1.35604  0.14
H24 -3.42531 -3.78357 -1.10228  0.08
H25 -1.71301 -3.30508 -0.55232  0.07
H26 -2.21408 -3.23816 -2.31702  0.09
H27 -3.93941 -0.92914 0.61240  0.11
H28 -4.11921 3.12657 -2.19000  0.11
H29 -4.27250 1.37946 -2.56934  0.10
H30 -3.91039 2.34754 -4.76165  0.11
H31 -3.02184 3.77979 -4.11800  0.11
H32 -1.60056 0.95946 -4.06030  0.08
H33 -1.90944 1.73692 -5.66449  0.11
H34 -0.13721 2.96351 -3.38439  0.11
H35 0.42035 2.35869 -4.97537  0.13
H36 -2.09394 4.08322 -6.69072  0.11
H37 -1.79116 6.83041 -6.87384  0.08
H38 0.08697 7.55282 -4.80346  0.08
H39 0.72662 5.08191 -3.60170  0.11
H40 -1.22358 6.96620 1.29638  0.09
H41 -2.08862 7.46937 -0.20355  0.10
H42 -2.89318 6.35251 0.97524  0.10
C30 2.76920 -6.00488 1.71723  -0.17
C31 1.30063 -6.30584 1.49138  -0.17
C32 0.85963 -5.11364 0.66213  -0.21
O5 1.99840 -4.69632 -0.10318  -0.17
C33 3.16478 -5.36516 0.39912  -0.20
H43 3.36592 -6.88466 1.95905  0.12
H44 2.87907 -5.28402 2.53090  0.10
H45 1.19550 -7.22603 0.90847  0.12
H46 0.72803 -6.41902 2.41268  0.11
H47 0.55764 -4.27519 1.30027  0.12
H48 0.03388 -5.35323 -0.01147  0.11
H49 3.46080 -6.12125 -0.33633  0.12
H50 3.98056 -4.64800 0.50823  0.12
C34 2.93315 -5.95669 7.19710  -0.18
C35 2.84320 -4.46331 6.95119  -0.18
C36 3.66582 -4.30362 5.68555  -0.20
O6 3.52627 -5.52310 4.94384  -0.16
C37 2.91078 -6.50905 5.78352  -0.20
H51 2.12873 -6.34895 7.81994  0.11
H52 3.88612 -6.19725 7.67763  0.12
H53 1.80369 -4.18088 6.75964  0.12
H54 3.21352 -3.85788 7.77891  0.11
H55 4.72808 -4.17003 5.91579  0.12
H56 3.33432 -3.46255 5.07306  0.12
H57 1.88369 -6.65648 5.43145  0.12
H58 3.44849 -7.45466 5.69315  0.12

Forces on atoms 1 to 2 (eV/Å):
C -1.121 0.275 -0.191
O 1.143 0.897 -0.209

As for the SMILES: COCCCc1c(CCC(C)C)c(C[C@@H](C)O)c(CCCCn2cccc2)c2c1C(=O)N(C)C2=O.C1CCOC1.C1CCOC1. As for the energy above the lowest of the compared OMol25 structures with the same formula, charge and spin: 91.5 kcal per mole.

***

A structure of composition C7H9NO at a distorted geometry. Source: the OMol25 dataset; level of theory: wB97M-V/def2-TZVPD.

Each line ends with the natural charge from an NBO analysis.
Cartesian coordinates (Å):
C1 -0.72408 -1.28929 1.98359  -0.15
C2 0.34096 -0.90159 0.89596  0.22
C3 1.19142 0.48573 0.65323  -0.43
C4 0.73247 1.32368 -0.57174  -0.10
C5 -0.18201 0.92040 -1.62487  -0.10
C6 -0.63301 -0.58898 -1.54242  -0.21
C7 -0.36916 -1.32529 -0.48126  -0.20
H1 -1.69443 -1.95144 1.28094  0.20
H2 -0.91738 -0.57635 2.89966  0.23
H3 0.92275 1.16323 1.73673  0.21
H4 2.25469 0.04056 0.77709  0.25
H5 1.50847 2.03919 -0.88134  0.20
H6 -0.74131 2.94077 -0.65500  0.39
H7 0.24454 1.14517 -2.66613  0.20
H8 -1.13613 -1.07988 -2.41416  0.21
H9 -0.74676 -2.25368 -0.51875  0.19
N1 -0.68396 1.82509 -0.63614  -0.61
O1 0.63291 -1.91731 1.76462  -0.49

Forces on atoms 1 to 2 (eV/Å):
C -0.070 0.037 -2.878
C -3.639 2.129 -2.763

As for the energy above the lowest of the compared OMol25 structures with the same formula, charge and spin: 158.8 kcal per mole.

***

Listing DFT total energy for the structures above in their given order: -176776.7961; -12402.0469; -54570.7590; -10935.9266 eV.
Listing Kohn-Sham gap for the structures above in their given order: 6.2; 10.8; 7.4; 10.0 eV.